ORCA calculation (ωB97M-V/def2-TZVPD) on the molecule C5H12O.

- Strongest force on any atom: 0.00613 hartree/bohr
- Highest occupied orbital energy: -9.7 eV
- SMILES: CC[C@@H](C)OC
- Gap between HOMO and LUMO: 10.8 eV
- Energy above the lowest of the compared OMol25 structures with the same formula, charge and spin: 0.578 eV
- E_LUMO: 0.0431 hartree

The geometry in ORCA input format:
```
! RIJCOSX wB97M-V def2-TZVPD def2/J DEFGRID3
* xyz 0 1
O -0.319 -0.600 0.973
H -0.279 1.214 -0.027
H -2.416 -0.013 -0.582
H -1.656 -0.906 2.493
C -1.478 -0.223 -1.107
H 2.256 -0.017 0.846
C 2.261 0.322 -0.194
H 3.192 -0.018 -0.661
H -1.449 -1.292 -1.344
C 1.042 -0.216 -0.933
H -1.479 0.350 -2.041
H 1.093 -1.310 -1.015
H 2.263 1.418 -0.201
H 1.014 0.186 -1.954
H -0.670 0.573 2.646
C -0.271 0.131 -0.245
H -2.010 0.505 1.467
C -1.202 -0.077 1.935
*
```

Löwdin population analysis, charges in e, atoms 1 to 4:
1 O -0.173
2 H 0.147
3 H 0.069
4 H 0.090